# 1
DFT (the ωB97M-V functional and the def2-TZVPD basis) results for an isolated ion of composition C4H12N2 and charge +1 in a non-equilibrium geometry.

Atoms and positions in Å:
N 2.37 -1.54 -0.91
N 0.56 -0.17 -0.24
C 1.75 -0.92 0.21
C -0.05 0.75 0.64
C -2.43 0.37 -0.09
C -1.33 1.43 0.05
H 1.86 -2.35 -1.24
H -2.86 -0.02 0.83
H -1.65 2.28 0.63
H 2.38 -0.18 0.73
H -1.00 1.55 -0.98
H 0.59 1.59 0.94
H 1.37 -1.60 0.99
H 3.27 -1.89 -0.66
H -0.25 0.26 1.61
H 0.76 0.10 -1.21
H -2.11 -0.50 -0.66
H -3.26 0.82 -0.64

Output
* LUMO (spin up / spin down): -2.8 / -7.9 eV
* multiplicity: 2
* gap between HOMO and LUMO (spin up / spin down): 12.1 / 6.9 eV
* relative energy (zero: lowest compared OMol25 entry of this formula, charge and spin): 44.9 kJ/mol
* expectation value of S²: 0.755
* charge: +1
* HOMO (spin up / spin down): -14.91 / -14.85 eV

***

# 2
DFT (the ωB97M-V functional and the def2-TZVPD basis) results for a 2-piece molecular cluster, C4H8O3 overall.

Atoms and positions in Å:
O -1.26 -1.25 -0.76
O 0.49 -1.36 1.92
O -0.91 1.23 0.03
C -0.10 -0.89 -0.70
C 0.96 1.21 -1.54
C 0.25 0.55 -0.35
C -0.61 -1.15 2.38
H 0.94 0.52 0.50
H 1.92 0.71 -1.74
H -1.53 -1.35 1.81
H 0.34 1.17 -2.44
H 0.73 -1.57 -0.93
H 1.16 2.25 -1.29
H -0.73 -0.73 3.40
H -1.65 0.67 -0.28

Output
* LUMO: 0.7 eV
* gap between HOMO and LUMO: 10.9 eV
* relative energy (zero: lowest compared OMol25 entry of this formula, charge and spin): 203.3 kJ/mol
* HOMO: -10.27 eV
* SMILES: C[C@@H](O)C=O.C=O

***

# 3
DFT (the ωB97M-V functional and the def2-TZVPD basis) results for one molecule with the formula CH4N4S in a non-equilibrium geometry.

Atoms and positions in Å:
S -0.98 -2.03 -0.45
N -1.91 -0.75 0.02
N -0.10 0.41 -0.41
N 0.42 -0.98 -0.73
N -1.39 0.35 0.05
C 0.80 0.95 0.64
H 0.21 1.65 1.17
H 0.91 0.07 1.34
H 0.38 -0.95 -1.71
H 1.67 1.28 0.09

Output
* LUMO: 0.6 eV
* gap between HOMO and LUMO: 9.2 eV
* relative energy (zero: lowest compared OMol25 entry of this formula, charge and spin): 227.7 kJ/mol
* HOMO: -8.62 eV
* SMILES: CN1N=NSN1

***

# 4
DFT (the ωB97M-V functional and the def2-TZVPD basis) results for C38H50ClO4S3SiY as an isolated structure in a non-equilibrium geometry.

Atoms and positions in Å:
Y -0.96 -0.64 -0.05
Cl -2.12 -3.43 0.48
S 1.67 -3.31 -0.98
S 2.09 -2.58 2.26
S 5.43 -2.32 0.67
Si 0.98 0.99 -1.28
O -1.53 -2.90 -0.79
O -3.54 -3.47 0.38
O -1.70 -2.42 1.48
O -1.55 -4.70 0.79
C -2.37 -0.65 4.04
C 5.08 1.83 -0.88
C -3.20 0.14 3.27
C 3.82 1.58 -1.42
C -2.65 0.37 -1.28
C 0.69 3.79 -0.57
C -4.35 -1.27 -2.16
C 4.18 1.56 1.33
C -0.98 -0.59 3.94
C 0.12 5.06 -0.63
C 1.04 -1.32 -4.78
C -0.45 0.27 2.98
C 5.26 1.82 0.50
C -5.02 1.86 1.80
C 3.42 -2.91 -1.23
C 3.75 -2.98 2.84
C 0.26 2.75 -1.41
C 1.74 0.89 -5.42
C -1.33 4.32 -2.39
C -4.12 -0.06 -1.25
C -2.67 1.06 2.36
C 4.03 -1.81 -0.35
C 2.72 1.31 -0.60
C -0.77 3.05 -2.32
C 2.93 1.31 0.78
C -3.53 2.11 1.68
C 0.90 -0.88 -3.47
C -3.19 3.49 2.28
C 1.17 0.44 -3.09
C -1.28 1.08 2.22
C -0.89 5.32 -1.54
C -5.05 1.07 -1.66
C 1.71 -4.61 0.27
C -0.11 -1.39 4.88
C 1.59 1.31 -4.11
C 4.71 -3.52 1.80
C 1.47 -4.19 1.73
C 1.47 -0.43 -5.76
H 2.66 -5.13 0.16
H -6.10 0.77 -1.63
H -3.83 4.25 1.84
H -2.12 4.52 -3.10
H 0.93 -5.31 -0.01
H 0.56 -1.60 -2.73
H -4.27 0.07 3.40
H -2.81 -1.33 4.76
H 1.59 -0.77 -6.78
H -0.84 1.84 1.56
H -4.93 1.95 -1.02
H -4.39 -0.37 -0.23
H 1.49 3.61 0.14
H 5.58 -3.95 2.31
H 0.40 -4.16 1.92
H 3.48 -2.62 -2.28
H -5.36 1.98 2.84
H 2.06 1.59 -6.18
H 1.78 2.36 -3.87
H -2.55 1.45 -1.07
H 3.71 1.58 -2.49
H -2.29 0.28 -2.33
H 0.49 5.84 0.02
H -5.31 0.86 1.47
H -3.35 3.49 3.36
H 6.24 2.00 0.92
H -1.33 6.31 -1.59
H 0.82 -2.35 -5.04
H 2.10 1.10 1.45
H -1.12 2.29 -3.00
H -5.39 -1.59 -2.14
H -5.57 2.58 1.20
H -2.16 3.77 2.09
H 5.92 2.04 -1.53
H -3.73 -2.12 -1.88
H 3.66 -3.69 3.67
H 4.14 -2.04 3.25
H 4.45 -1.03 -0.97
H -4.10 -1.00 -3.19
H 0.68 -0.76 5.29
H -4.82 1.38 -2.69
H 4.32 1.54 2.40
H 3.27 -1.34 0.28
H 3.97 -3.85 -1.13
H -0.70 -1.78 5.70
H -3.25 2.14 0.63
H 1.90 -4.94 2.39
H 4.26 -4.34 1.23
H 0.37 -2.22 4.36
H 0.63 0.35 2.89

Output
* LUMO: 0.2 eV
* gap between HOMO and LUMO: 7.8 eV
* relative energy (zero: lowest compared OMol25 entry of this formula, charge and spin): 86.9 kJ/mol
* HOMO: -7.64 eV

***

# 5
DFT (the ωB97M-V functional and the def2-TZVPD basis) results for a 2-piece molecular cluster, C9H14O overall in a non-equilibrium geometry.

Atoms and positions in Å:
O -2.11 1.06 -3.73
C -0.66 0.32 -2.11
C -1.47 -0.29 0.12
C -2.07 0.39 -2.52
C -1.03 -0.62 1.49
C -0.42 0.05 -0.80
C -3.13 0.15 -1.65
C -2.77 -0.37 -0.37
C 2.75 0.49 1.30
C 3.73 -0.39 2.04
H 0.03 -0.29 1.72
H -2.85 1.18 -4.20
H 0.07 0.50 -2.90
H -4.17 0.18 -1.98
H -0.93 -1.69 1.68
H 1.74 -0.03 1.10
H 2.53 1.38 1.75
H 4.59 -0.31 1.43
H 0.67 0.06 -0.43
H 3.04 0.62 0.18
H 3.47 -1.43 2.16
H -1.64 -0.54 2.42
H 4.23 0.07 2.99
H -3.57 -0.50 0.31

Output
* LUMO: 0.9 eV
* gap between HOMO and LUMO: 9.1 eV
* relative energy (zero: lowest compared OMol25 entry of this formula, charge and spin): 220.7 kJ/mol
* HOMO: -8.13 eV
* SMILES: Cc1ccc(O)cc1.CC

***

# 6
DFT (the ωB97M-V functional and the def2-TZVPD basis) results for C3H7NO2 as an isolated structure.

Atoms and positions in Å:
O 0.11 0.06 -0.97
O -1.74 0.36 0.38
N 0.06 -0.12 1.37
C -0.49 0.10 0.21
C -0.73 0.34 -2.09
C 1.43 -0.46 1.62
H 2.00 -0.48 0.68
H -1.25 0.16 1.56
H -0.09 0.25 -2.97
H 1.89 0.26 2.30
H -1.56 -0.37 -2.14
H -1.13 1.36 -2.02
H 1.51 -1.45 2.08

Output
* LUMO: 0.9 eV
* gap between HOMO and LUMO: 10.1 eV
* relative energy (zero: lowest compared OMol25 entry of this formula, charge and spin): 262.9 kJ/mol
* HOMO: -9.20 eV

***

# 7
DFT (the ωB97M-V functional and the def2-TZVPD basis) results for C62H52FeN5O6P2S3Se as an isolated structure in a non-equilibrium geometry.

Atoms and positions in Å:
Se -1.50 -1.34 1.48
Fe -0.30 -0.07 0.05
S -0.55 -2.70 -2.33
S 1.66 1.35 -1.46
S -0.75 2.11 -3.85
P -1.07 2.17 -0.04
P 1.84 -0.17 1.33
O -1.28 -3.48 -1.36
O -1.98 2.78 -4.22
O 0.37 3.02 -3.78
O -1.27 -2.30 -3.50
O 2.37 -1.04 -0.89
O 2.22 1.17 -2.79
N 0.87 -1.63 -8.20
N -2.19 -0.29 -1.41
N -0.90 1.31 -2.42
N -2.47 0.22 -3.70
N 0.26 -1.50 -1.55
C 1.99 -2.95 1.13
C -1.25 3.19 1.51
C -1.17 5.01 3.63
C 0.41 -0.81 -7.16
C 5.65 1.36 0.85
C -2.78 2.43 -0.63
C 0.90 0.27 5.29
C 1.57 -1.71 -1.56
C 1.99 -2.86 -2.39
C -2.48 -1.41 4.24
C -0.08 4.20 3.36
C 2.02 4.11 -1.87
C -0.46 0.25 -7.42
C 1.02 -0.20 4.00
C -3.22 -1.11 -1.48
C 2.39 -5.03 -4.03
C 0.88 -1.01 -5.86
C -0.34 0.91 -5.12
C 1.09 -4.66 -3.71
C -2.32 4.88 2.87
C -1.94 -2.18 3.21
C 2.49 -4.22 1.38
C 4.55 0.72 1.39
C -5.05 1.66 -0.41
C -3.95 -1.29 -2.64
C 1.57 1.41 5.68
C 1.22 3.12 -1.33
C 2.50 -1.84 1.79
C -0.42 4.79 -0.78
C 2.34 2.10 4.76
C 3.45 -2.04 2.79
C -3.74 1.64 0.00
C 0.92 -3.57 -2.88
C -1.76 -3.56 3.40
C 5.54 2.02 -0.36
C 3.32 0.75 0.74
C 3.48 -4.33 -3.52
C -0.12 3.30 2.32
C -5.43 2.48 -1.46
C -3.16 3.26 -1.67
C 3.49 -4.40 2.33
C 3.21 1.46 -0.45
C 4.33 2.04 -1.02
C -0.83 1.10 -6.40
C 2.45 1.64 3.46
C -2.10 -4.12 4.62
C -2.36 3.98 1.82
C -4.48 3.28 -2.09
C -2.82 -2.01 5.45
C 3.29 -3.24 -2.69
C -3.02 -4.01 6.96
C 1.80 0.47 3.06
C 1.63 5.44 -1.84
C -0.02 3.46 -0.79
C 0.40 5.78 -1.30
C -2.63 -3.37 5.66
C 3.94 -3.31 3.04
C -1.86 0.40 -2.52
C -2.71 0.06 4.07
C -1.18 -4.45 2.34
C 0.51 -0.14 -4.85
C -3.47 -0.61 -3.75
H -1.79 0.56 3.77
H -1.96 -5.19 4.77
H 2.94 3.85 -2.35
H 0.28 -0.27 6.00
H -1.51 -5.48 2.49
H -3.18 5.50 3.07
H 6.59 1.33 1.37
H 0.88 -0.27 -3.85
H 3.89 -5.38 2.52
H -0.84 0.39 -8.42
H -4.78 -1.97 -2.69
H -3.47 -1.64 -0.56
H 0.73 2.68 2.09
H -0.09 -4.44 2.40
H 4.66 0.19 2.31
H 1.53 -1.84 -5.65
H 4.69 -3.44 3.82
H 4.25 2.47 -2.00
H 0.82 4.29 3.96
H -2.81 -3.35 7.80
H 0.49 -1.10 3.70
H -4.76 3.90 -2.92
H -3.08 0.50 4.99
H 0.08 6.81 -1.29
H 4.48 -4.64 -3.79
H 3.05 2.20 2.75
H -2.50 -4.95 7.11
H -4.10 -4.21 6.97
H -3.25 3.91 1.22
H -5.78 1.03 0.07
H -3.91 -0.74 -4.73
H -3.42 0.98 0.81
H 0.24 -5.19 -4.09
H 1.48 1.78 6.70
H -1.52 1.92 -6.56
H 2.56 -5.86 -4.70
H -1.14 5.73 4.43
H -2.42 3.85 -2.19
H -3.45 0.23 3.28
H 1.19 -2.84 0.41
H -1.38 5.06 -0.35
H -3.25 -1.41 6.24
H 2.87 2.99 5.06
H 1.20 -2.53 -7.90
H 6.41 2.49 -0.81
H 2.09 -5.07 0.84
H 3.79 -1.22 3.40
H 2.27 6.20 -2.26
H 0.25 -1.69 -9.00
H -6.45 2.48 -1.81
H -1.47 -4.12 1.35
H 4.12 -2.67 -2.29

Output
* LUMO (spin up / spin down): 2.3 / 2.3 eV
* multiplicity: 5
* gap between HOMO and LUMO (spin up / spin down): 7.1 / 7.5 eV
* expectation value of S²: 6.026
* charge: -1
* HOMO (spin up / spin down): -4.83 / -5.19 eV

***

# 8
DFT (the ωB97M-V functional and the def2-TZVPD basis) results for one molecule with the formula C20H24N2O3S.

Atoms and positions in Å:
S 3.06 1.33 -0.23
O 2.22 0.54 -1.09
O 0.69 0.63 1.56
O 4.21 1.95 -0.84
N -0.93 0.54 0.01
N -3.67 -0.10 -0.09
C -7.75 -1.07 -0.15
C -5.03 -0.39 -0.08
C 3.67 -1.98 0.22
C 2.03 2.69 0.48
C -6.79 -2.05 0.04
C 5.68 -2.93 -0.70
C 6.37 -1.78 -0.36
C 5.72 -0.73 0.27
C -3.21 1.18 -0.55
C -1.40 -0.74 0.49
C -2.84 -0.60 0.98
C 4.37 -0.83 0.57
C -1.76 1.05 -1.05
C 0.60 2.47 0.03
C 0.13 1.13 0.59
C -6.01 0.58 -0.27
C 4.33 -3.02 -0.41
C -5.45 -1.72 0.07
C 3.64 0.32 1.18
C -7.35 0.24 -0.31
H -3.25 1.95 0.24
H 2.62 -2.05 0.43
H 4.29 0.97 1.76
H 0.58 2.43 -1.06
H -3.21 -1.57 1.33
H -8.09 1.02 -0.45
H -5.74 1.62 -0.37
H -4.72 -2.50 0.19
H -1.73 0.35 -1.89
H -3.83 1.51 -1.39
H 2.12 2.63 1.56
H -7.09 -3.08 0.15
H -1.41 2.02 -1.39
H 7.43 -1.69 -0.58
H -0.06 3.27 0.38
H -0.74 -1.06 1.30
H 3.78 -3.92 -0.68
H 2.75 0.03 1.72
H 6.19 -3.74 -1.19
H -1.35 -1.47 -0.33
H -8.80 -1.33 -0.18
H 2.45 3.62 0.10
H -2.85 0.10 1.84
H 6.26 0.17 0.52

Output
* LUMO: 0.6 eV
* gap between HOMO and LUMO: 8.7 eV
* relative energy (zero: lowest compared OMol25 entry of this formula, charge and spin): 193.0 kJ/mol
* HOMO: -8.11 eV
* SMILES: O=C(CCS(=O)(=O)Cc1ccccc1)N1CCN(c2ccccc2)CC1

***

# 9
DFT (the ωB97M-V functional and the def2-TZVPD basis) results for C17H25F11NO9S2 as an isolated structure in a non-equilibrium geometry.

Atoms and positions in Å:
S 2.68 2.52 -1.27
S 3.35 0.06 -2.49
F 2.50 5.04 -2.30
F 7.30 0.73 6.69
F -6.72 -2.66 2.26
F -5.22 -1.11 2.07
F 0.86 3.22 -3.96
F 5.19 1.19 6.82
F -4.63 -3.19 2.08
F -0.54 3.02 -2.11
F 6.63 2.79 6.65
F -0.13 5.01 -3.06
F 1.07 4.48 -0.52
O 3.73 -0.37 -1.11
O -6.85 -1.76 -0.27
O 4.51 -0.32 -3.40
O 7.07 1.04 3.95
O 1.79 1.73 -0.35
O 3.92 2.91 -0.50
O 5.08 2.06 4.28
O -4.91 -2.84 -0.65
O -0.19 -1.46 1.25
N 3.12 1.74 -2.71
C -5.71 -2.37 0.11
C 1.89 -0.90 -3.17
C 6.34 1.55 6.21
C 4.87 2.11 2.86
C -0.49 -2.86 1.49
C 4.35 0.79 2.34
C -1.77 -0.58 -1.54
C 1.67 4.06 -1.73
C -1.45 -0.73 1.11
C -0.47 -1.25 -2.19
C 0.49 -0.17 -2.93
C -1.46 0.21 -0.19
C -7.08 -1.68 -1.68
C 6.23 1.49 4.69
C 0.47 3.76 -2.74
C -5.57 -2.34 1.63
C -7.67 -2.98 -2.20
H -0.51 0.83 -0.24
H 1.87 -1.97 -2.82
H -6.97 -3.80 -2.08
H 4.13 2.90 2.68
H -8.57 -3.24 -1.65
H -1.06 -3.22 0.56
H 5.79 2.41 2.34
H -2.32 -1.47 1.08
H 0.54 0.76 -2.29
H 0.17 -1.81 -1.42
H 2.06 -0.90 -4.31
H 4.11 0.86 1.27
H -6.17 -1.41 -2.21
H -0.77 -2.00 -3.00
H -2.57 -1.37 -1.45
H -7.92 -2.89 -3.26
H -2.14 0.20 -2.30
H -1.17 -2.94 2.40
H -7.80 -0.87 -1.84
H 3.44 0.50 2.88
H -0.04 0.13 -3.91
H 0.46 -3.46 1.65
H -2.33 0.95 -0.04
H 5.08 -0.01 2.48
H -1.57 -0.13 2.08

Output
* LUMO: 2.0 eV
* gap between HOMO and LUMO: 8.4 eV
* charge: -1
* HOMO: -6.45 eV

***

# 10
DFT (the ωB97M-V functional and the def2-TZVPD basis) results for C4H3IN2 as an isolated structure in a non-equilibrium geometry.

Atoms and positions in Å:
I 1.15 -0.12 2.63
N -0.13 1.93 1.21
N -1.72 -0.24 -2.42
C 0.08 0.62 -0.92
C -0.05 1.41 0.19
C 0.32 -1.24 1.04
C -0.99 0.18 -1.69
H -0.72 -1.59 1.02
H 0.96 0.88 -1.55
H 1.09 -1.85 0.48

Output
* LUMO (spin up / spin down): -2.2 / -2.2 eV
* gap between HOMO and LUMO (spin up / spin down): 7.0 / 7.0 eV
* relative energy (zero: lowest compared OMol25 entry of this formula, charge and spin): 321.7 kJ/mol
* HOMO (spin up / spin down): -9.16 / -9.16 eV

***

# 11
DFT (the ωB97M-V functional and the def2-TZVPD basis) results for a 2-piece molecular cluster, C6H13ClSi overall in a non-equilibrium geometry.

Atoms and positions in Å:
Cl -0.45 2.57 0.82
Si -0.29 0.73 -0.25
C 2.60 0.45 0.22
C -2.28 -0.96 0.34
C -3.45 -0.74 -0.24
C 1.11 -1.05 1.68
C -0.37 1.20 -2.08
C 1.31 -0.32 0.35
H -0.22 0.45 -2.84
H 0.26 2.03 -2.23
H 1.38 -1.13 -0.29
H 0.67 -0.30 2.47
H -4.39 -1.36 -0.09
H 2.48 1.35 -0.51
H -3.59 -0.02 -0.94
H -1.51 1.40 -2.06
H 3.48 -0.14 -0.16
H 2.84 0.94 1.20
H 0.45 -1.83 1.50
H 2.04 -1.58 2.03
H -2.08 -1.69 1.09

Output
* LUMO: 0.6 eV
* gap between HOMO and LUMO: 9.3 eV
* relative energy (zero: lowest compared OMol25 entry of this formula, charge and spin): 270.1 kJ/mol
* HOMO: -8.71 eV

***

> Number 3 is which compound?

CH4N4S